A cluster of 9 separate species, C42H107N10O9 in total at a distorted geometry. Source: the OMol25 dataset; level of theory: the ωB97M-V functional and the def2-TZVPD basis.

Each atom is followed by the atoms it is bonded to, with distances in Å.
Geometry (Å):
1 C -2.874 -4.486 3.601  C2 1.596, H14 1.116, H15 1.131, H16 1.116
2 C -1.760 -5.183 2.696  C1 1.596, C3 1.600, C4 1.579, H17 1.119
3 C -2.302 -6.639 2.314  C2 1.600, H18 1.131, H19 1.116, H20 1.121
4 C -1.454 -4.409 1.354  C2 1.579, C5 1.569, H21 1.126, H22 1.118
5 C -0.007 -3.811 1.247  C4 1.569, C6 1.594, C7 1.590, H23 1.129
6 C 0.212 -2.528 2.166  C5 1.594, H24 1.125, H25 1.117, H26 1.126
7 C 1.151 -4.888 1.402  C5 1.590, O8 1.474, H27 1.125, H28 1.120
8 O 2.161 -4.500 2.403  C7 1.474, C9 1.352
9 C 1.810 -4.980 3.618  O8 1.352, C10 1.439, N13 1.401
10 C 1.570 -4.330 4.879  C9 1.439, N11 1.401, H29 1.113
11 N 1.192 -5.315 5.800  C10 1.401, C12 1.379, H30 1.018
12 C 1.162 -6.566 5.220  N11 1.379, N13 1.351, H31 1.111
13 N 1.532 -6.313 3.945  C9 1.401, C12 1.351, H32 1.029
14 H -3.640 -5.216 3.956  C1 1.116
15 H -2.348 -4.119 4.533  C1 1.131
16 H -3.303 -3.576 3.119  C1 1.116
17 H -0.875 -5.353 3.359  C2 1.119
18 H -1.392 -7.290 2.151  C3 1.131
19 H -2.956 -6.601 1.411  C3 1.116
20 H -2.824 -7.081 3.202  C3 1.121
21 H -2.165 -3.538 1.306  C4 1.126
22 H -1.642 -5.078 0.478  C4 1.118
23 H 0.095 -3.416 0.194  C5 1.129
24 H 1.274 -2.163 2.095  C6 1.125
25 H -0.116 -2.706 3.219  C6 1.117
26 H -0.396 -1.718 1.671  C6 1.126
27 H 1.726 -4.929 0.435  C7 1.125
28 H 0.767 -5.927 1.567  C7 1.120
29 H 1.645 -3.235 5.065  C10 1.113
30 H 0.932 -5.215 6.779  N11 1.018
31 H 0.871 -7.532 5.685  C12 1.111
32 H 1.570 -7.083 3.265  N13 1.029
33 C 2.777 1.445 5.629  C34 1.526, H39 1.091, H40 1.092, H41 1.092
34 C 3.543 0.482 4.727  C33 1.526, C35 1.539, N38 1.469, H42 1.095
35 C 3.938 1.085 3.368  C34 1.539, O36 1.419, H43 1.095, H44 1.097
36 O 2.871 1.180 2.437  C35 1.419, C37 1.420
37 C 2.024 2.306 2.612  O36 1.420, H45 1.093, H46 1.092, H47 1.092
38 N 2.753 -0.744 4.558  C34 1.469, H48 1.019, H49 1.020
39 H 1.736 1.562 5.327  C33 1.091
40 H 2.770 1.076 6.657  C33 1.092
41 H 3.244 2.433 5.634  C33 1.092
42 H 4.470 0.222 5.249  C34 1.095
43 H 4.670 0.415 2.904  C35 1.095
44 H 4.438 2.054 3.487  C35 1.097
45 H 2.573 3.185 2.960  C37 1.093
46 H 1.213 2.065 3.302  C37 1.092
47 H 1.573 2.541 1.645  C37 1.092
48 H 3.309 -1.420 4.037  N38 1.019
49 H 1.987 -0.521 3.923  N38 1.020
50 C 4.434 4.994 -2.347  C51 1.526, H56 1.090, H57 1.091, H58 1.094
51 C 3.761 5.545 -1.093  C50 1.526, C52 1.540, N55 1.468, H59 1.095
52 C 2.991 4.481 -0.289  C51 1.540, O53 1.420, H60 1.095, H61 1.098
53 O 1.743 4.105 -0.853  C52 1.420, C54 1.419
54 C 1.832 3.153 -1.902  O53 1.419, H62 1.094, H63 1.091, H64 1.092
55 N 2.897 6.669 -1.473  C51 1.468, H65 1.018, H66 1.019
56 H 3.730 4.826 -3.162  C50 1.090
57 H 5.179 5.700 -2.717  C50 1.091
58 H 4.945 4.051 -2.136  C50 1.094
59 H 4.555 5.930 -0.444  C51 1.095
60 H 2.751 4.910 0.690  C52 1.095
61 H 3.610 3.596 -0.096  C52 1.098
62 H 2.644 2.438 -1.742  C54 1.094
63 H 1.955 3.661 -2.861  C54 1.091
64 H 0.889 2.605 -1.941  C54 1.092
65 H 2.525 7.099 -0.628  N55 1.018
66 H 2.072 6.278 -1.927  N55 1.019
67 C -4.216 4.431 -3.325  C68 1.526, H73 1.091, H74 1.092, H75 1.093
68 C -3.011 4.961 -4.096  C67 1.526, C69 1.539, N72 1.468, H76 1.095
69 C -2.205 3.865 -4.816  C68 1.539, O70 1.420, H77 1.094, H78 1.097
70 O -1.380 3.093 -3.957  C69 1.420, C71 1.417
71 C -2.052 2.055 -3.265  O70 1.417, H79 1.094, H80 1.092, H81 1.092
72 N -2.162 5.736 -3.183  C68 1.468, H82 1.018, H83 1.019
73 H -3.934 3.957 -2.383  C67 1.091
74 H -4.894 5.249 -3.076  C67 1.092
75 H -4.775 3.705 -3.920  C67 1.093
76 H -3.395 5.640 -4.865  C68 1.095
77 H -1.522 4.356 -5.516  C69 1.094
78 H -2.853 3.217 -5.420  C69 1.097
79 H -2.850 1.610 -3.866  C71 1.094
80 H -2.450 2.427 -2.318  C71 1.092
81 H -1.320 1.279 -3.030  C71 1.092
82 H -1.414 6.169 -3.720  N72 1.018
83 H -1.675 5.070 -2.584  N72 1.019
84 C -9.353 -3.608 5.448  C85 1.526, H90 1.091, H91 1.092, H92 1.093
85 C -8.137 -3.041 4.722  C84 1.526, C86 1.540, N89 1.468, H93 1.095
86 C -7.301 -4.107 3.990  C85 1.540, O87 1.421, H94 1.095, H95 1.097
87 O -6.484 -4.902 4.839  C86 1.421, C88 1.418
88 C -7.163 -5.969 5.480  O87 1.418, H96 1.093, H97 1.092, H98 1.092
89 N -7.325 -2.280 5.680  C85 1.468, H99 1.018, H100 1.019
90 H -9.088 -4.106 6.382  C84 1.091
91 H -10.048 -2.807 5.703  C84 1.092
92 H -9.887 -4.325 4.819  C84 1.093
93 H -8.510 -2.345 3.964  C85 1.095
94 H -6.607 -3.587 3.321  C86 1.095
95 H -7.929 -4.742 3.353  C86 1.097
96 H -7.946 -6.396 4.848  C88 1.093
97 H -7.582 -5.634 6.431  C88 1.092
98 H -6.431 -6.749 5.701  C88 1.092
99 H -6.569 -1.821 5.176  N89 1.018
100 H -6.844 -2.954 6.273  N89 1.019
101 C -0.685 -5.253 -4.560  C102 1.526, H107 1.091, H108 1.092, H109 1.093
102 C -1.943 -4.683 -3.912  C101 1.526, C103 1.540, N106 1.468, H110 1.094
103 C -1.996 -3.143 -3.913  C102 1.540, O104 1.422, H111 1.094, H112 1.097
104 O -1.159 -2.523 -2.946  C103 1.422, C105 1.418
105 C 0.202 -2.409 -3.328  O104 1.418, H113 1.093, H114 1.093, H115 1.092
106 N -2.066 -5.224 -2.553  C102 1.468, H116 1.018, H117 1.019
107 H 0.190 -5.177 -3.912  C101 1.091
108 H -0.822 -6.313 -4.783  C101 1.092
109 H -0.460 -4.742 -5.499  C101 1.093
110 H -2.796 -5.037 -4.498  C102 1.094
111 H -3.016 -2.844 -3.651  C103 1.094
112 H -1.801 -2.736 -4.912  C103 1.097
113 H 0.314 -2.233 -4.401  C105 1.093
114 H 0.756 -3.303 -3.029  C105 1.093
115 H 0.632 -1.561 -2.791  C105 1.092
116 H -2.955 -4.920 -2.161  N106 1.018
117 H -1.373 -4.749 -1.976  N106 1.019
118 C 4.612 8.189 -4.583  C119 1.527, H124 1.091, H125 1.092, H126 1.093
119 C 5.388 7.215 -5.466  C118 1.527, C120 1.540, N123 1.468, H127 1.095
120 C 5.794 7.806 -6.829  C119 1.540, O121 1.420, H128 1.094, H129 1.097
121 O 4.735 7.895 -7.771  C120 1.420, C122 1.418
122 C 3.891 9.022 -7.608  O121 1.418, H130 1.093, H131 1.092, H132 1.092
123 N 4.601 5.986 -5.623  C119 1.468, H133 1.018, H134 1.019
124 H 3.573 8.299 -4.894  C118 1.091
125 H 4.596 7.834 -3.550  C118 1.092
126 H 5.078 9.178 -4.586  C118 1.093
127 H 6.312 6.963 -4.935  C119 1.095
128 H 6.530 7.134 -7.280  C120 1.094
129 H 6.291 8.778 -6.713  C120 1.097
130 H 4.441 9.900 -7.259  C122 1.093
131 H 3.074 8.788 -6.923  C122 1.092
132 H 3.449 9.254 -8.579  C122 1.092
133 H 5.160 5.302 -6.130  N123 1.018
134 H 3.837 6.195 -6.265  N123 1.019
135 C -3.814 8.588 0.962  C136 1.526, H141 1.091, H142 1.092, H143 1.093
136 C -2.996 9.723 0.354  C135 1.526, C137 1.540, N140 1.468, H144 1.095
137 C -2.018 9.261 -0.742  C136 1.540, O138 1.420, H145 1.094, H146 1.097
138 O -0.850 8.614 -0.255  C137 1.420, C139 1.417
139 C -1.028 7.248 0.073  O138 1.417, H147 1.094, H148 1.093, H149 1.093
140 N -2.303 10.440 1.431  C136 1.468, H150 1.018, H151 1.019
141 H -3.238 7.989 1.668  C135 1.091
142 H -4.668 8.990 1.512  C135 1.092
143 H -4.202 7.923 0.186  C135 1.093
144 H -3.704 10.415 -0.115  C136 1.095
145 H -1.660 10.151 -1.269  C137 1.094
146 H -2.521 8.637 -1.492  C137 1.097
147 H -1.739 6.754 -0.595  C139 1.094
148 H -1.347 7.147 1.113  C139 1.093
149 H -0.060 6.749 -0.023  C139 1.093
150 H -1.839 11.254 1.036  N140 1.018
151 H -1.533 9.849 1.741  N140 1.019
152 C 5.008 -9.129 1.186  C153 1.526, H158 1.091, H159 1.092, H160 1.092
153 C 3.578 -9.660 1.153  C152 1.526, C154 1.539, N157 1.470, H161 1.094
154 C 3.172 -10.263 -0.203  C153 1.539, O155 1.419, H162 1.094, H163 1.096
155 O 2.891 -9.305 -1.210  C154 1.419, C156 1.419
156 C 4.035 -8.777 -1.863  O155 1.419, H164 1.093, H165 1.092, H166 1.091
157 N 2.660 -8.586 1.559  C153 1.470, H167 1.019, H168 1.020
158 H 5.109 -8.169 0.678  C152 1.091
159 H 5.331 -8.976 2.218  C152 1.092
160 H 5.699 -9.836 0.723  C152 1.092
161 H 3.516 -10.461 1.897  C153 1.094
162 H 2.239 -10.817 -0.058  C154 1.094
163 H 3.912 -10.991 -0.555  C154 1.096
164 H 4.828 -9.521 -1.968  C156 1.093
165 H 4.406 -7.899 -1.329  C156 1.092
166 H 3.733 -8.451 -2.859  C156 1.091
167 H 1.720 -8.973 1.628  N157 1.019
168 H 2.595 -7.934 0.777  N157 1.020

Output
* 2S+1: 1
* highest occupied orbital energy: -9.9534 eV
* gap between HOMO and LUMO: 7.28 eV
* energy above the lowest of the compared OMol25 structures with the same formula, charge and spin: 39.7 kcal per mole
* charge: +1